Record 1
The following is a quantum chemistry calculation of C44H49DyN3O4PS3 as an isolated structure, from the Open Molecules 2025 dataset.

ORCA input file:
```
! RIJCOSX wB97M-V def2-TZVPD def2/J DEFGRID3
* xyz 0 6
Dy -15.0510 5.6787 -12.6719
O -17.7327 9.1433 -12.4825
C -17.3742 9.9163 -11.4642
C -17.9642 11.1749 -11.3841
C -17.5780 12.1546 -10.4661
C -16.6933 11.7591 -9.4468
C -16.0462 10.4888 -9.5641
C -16.3286 9.5551 -10.5708
C -15.4516 8.3627 -10.8560
O -16.0853 7.4224 -11.5925
N -14.2919 8.2118 -10.3078
N -13.7076 7.0348 -10.7432
C -12.4634 7.0072 -10.4389
C -11.6195 5.8166 -10.7499
C -10.3395 5.8205 -10.1797
C -9.4201 4.8165 -10.4406
C -9.8469 3.7783 -11.2130
C -11.0919 3.7003 -11.8255
C -11.9963 4.8160 -11.6141
O -13.1901 4.8331 -12.1704
H -17.4025 8.2627 -12.2353
H -18.6683 11.4478 -12.1248
H -18.1747 13.1398 -10.4890
H -16.4929 12.4270 -8.6495
H -15.2869 10.1427 -8.8329
H -12.0343 7.8605 -9.8736
H -10.1538 6.6315 -9.5283
H -8.3821 4.7419 -9.9764
H -9.0397 3.1066 -11.3430
H -11.3124 2.8796 -12.5081
C -13.6338 1.6988 -15.6370
C -13.0320 2.2123 -16.9457
C -12.3678 1.2923 -17.8122
C -11.7782 1.7478 -18.9934
C -11.9196 3.0848 -19.3094
C -12.6368 3.9694 -18.5411
C -13.2674 3.5408 -17.3447
P -14.0891 4.6957 -16.1477
C -13.6832 6.2951 -16.8345
C -12.7388 7.0111 -16.1387
C -12.3369 8.2862 -16.4674
C -12.9154 8.9266 -17.5506
C -13.8920 8.2652 -18.2205
C -14.2680 6.9749 -17.8868
C -15.3127 6.3543 -18.7685
C -15.8654 4.3603 -16.4080
C -16.2888 3.3656 -17.2732
C -17.6304 2.9545 -17.3621
C -18.5547 3.7246 -16.6086
C -18.1521 4.7119 -15.7227
C -16.7787 5.0766 -15.6383
C -16.3116 6.1285 -14.7023
H -14.6970 1.9895 -15.6266
H -13.1121 2.1214 -14.7796
H -13.5286 0.6374 -15.6685
H -12.2287 0.2650 -17.4953
H -11.2792 1.0917 -19.6018
H -11.5373 3.3990 -20.2632
H -12.7333 4.9981 -18.8633
H -12.3732 6.5455 -15.2319
H -11.6100 8.7399 -15.8370
H -12.6976 10.0116 -17.8383
H -14.3226 8.7043 -19.0975
H -15.6055 7.0284 -19.5632
H -16.1818 6.1430 -18.1208
H -14.9361 5.4332 -19.1085
H -15.5904 2.8762 -17.9727
H -17.9938 2.0980 -17.9601
H -19.5459 3.4550 -16.6068
H -19.0102 5.2666 -15.2890
H -17.2328 6.6811 -14.3685
H -15.7226 6.8316 -15.3589
C -17.4532 2.4207 -13.0486
C -18.4837 3.5254 -12.6742
S -17.9814 4.8859 -11.7016
C -18.1957 4.3657 -10.0414
C -17.1794 3.3034 -9.6034
S -15.4475 4.0885 -9.9289
C -14.4832 2.6346 -10.3953
C -14.9511 1.8821 -11.6150
S -15.7390 2.8160 -13.0210
H -17.8061 2.2075 -14.0750
H -17.4691 1.5468 -12.3141
H -19.4118 3.0532 -12.2123
H -18.9551 3.9885 -13.5176
H -19.2373 4.0306 -9.9838
H -18.0815 5.2636 -9.4125
H -17.2282 2.4656 -10.2683
H -17.1459 3.1029 -8.5470
H -14.4577 1.9644 -9.5613
H -13.4435 2.8492 -10.5173
H -15.6922 1.0806 -11.3813
H -14.2246 1.3007 -12.1183
C -13.2198 10.6451 -13.8372
N -14.5026 10.1256 -13.9894
C -15.5418 10.9319 -14.6313
C -14.7253 8.8088 -13.8740
O -13.9558 7.9522 -13.5470
H -13.2554 11.4975 -13.1215
H -12.9125 11.0482 -14.8712
H -12.6582 9.8227 -13.4808
H -15.0825 11.3221 -15.5616
H -15.7810 11.7345 -13.8953
H -16.4559 10.3276 -14.7257
H -15.7713 8.5277 -14.0798
*
```

## Properties
gap between HOMO and LUMO (alpha / beta)	7.52 / 7.49	eV
HOMO level (alpha / beta)	-0.27183 / -0.27070	Ha
ΔE to the lowest compared entry with this formula, charge and spin	0.00	kcal/mol

These are the Mulliken partial charges, in e, on atoms 1 to 6: -0.8541 -0.6716 0.2586 -0.4670 -0.4097 -0.6980

---

Record 2
The following is a quantum chemistry calculation of C44H49FN8OTc as an isolated structure, from the Open Molecules 2025 dataset.

ORCA input file:
```
! RIJCOSX wB97M-V def2-TZVPD def2/J DEFGRID3
* xyz 0 2
Tc 1.1141 -0.0867 -0.3451
C 0.5111 -3.2848 2.3231
C -0.3733 -2.8965 1.1317
C 0.3623 -3.0182 -0.2038
N 1.4261 -2.0460 -0.2838
C 2.6122 -2.3769 -0.7935
C 2.8040 -3.5444 -1.5604
C 3.9468 -4.1289 -2.0574
C 5.2688 -3.8077 -1.7818
C 5.7152 -2.7335 -1.0284
C 5.0187 -1.6593 -0.5112
C 3.6398 -1.3542 -0.5466
N 3.1329 -0.1687 -0.2245
C 3.9304 0.9665 0.2049
C 3.5964 2.2994 -0.5052
C 2.6639 3.2515 0.3001
N 1.9293 2.4542 1.2064
C 0.7261 2.3176 1.5508
C -0.5277 3.0612 1.3704
C -1.1717 3.5644 2.4468
C -0.7861 3.4329 3.8110
C -0.0815 2.4076 4.3697
C 0.4070 1.2416 3.7437
C 0.6190 1.0872 2.3907
N 1.0226 -0.0107 1.7280
C 1.7014 -1.0189 2.5316
C 0.8503 -2.0975 3.2177
H 1.4365 -3.7383 1.9627
H 0.0084 -4.0369 2.9348
H -0.7181 -1.8694 1.2516
H -1.2594 -3.5305 1.0928
H -0.3507 -2.8407 -1.0177
H 0.7415 -4.0415 -0.2974
H 1.8874 -4.0148 -1.8858
H 3.7833 -4.9645 -2.7236
H 6.0253 -4.4515 -2.2101
H 6.7874 -2.6931 -0.8761
H 5.6519 -0.9293 -0.0261
H 4.9885 0.7681 0.0385
H 3.7554 1.0924 1.2793
H 3.1411 2.0667 -1.4662
H 4.5316 2.8261 -0.6936
H 2.0661 3.8604 -0.3899
H 3.2748 3.9338 0.9026
H -0.3356 3.1541 -0.7330
H -2.0528 4.1714 2.2700
H -1.1952 4.1810 4.4783
H 0.0253 2.4304 5.4478
H 0.6291 0.4156 4.4014
H 2.2661 -0.4953 3.3107
H 2.4231 -1.5245 1.8907
H -0.0698 -1.6563 3.5913
H 1.4157 -2.4687 4.0758
C -2.9589 0.6144 -3.1827
C -2.7298 -0.8206 -2.7133
C -1.3266 -1.2745 -3.1026
C -3.0106 -1.0682 -1.2410
C -3.7943 -2.1901 -0.9843
C -4.2074 -2.5311 0.2847
C -3.8732 -1.7016 1.3353
C -3.0851 -0.5800 1.1417
C -2.7971 0.3135 2.3290
C -2.5796 -0.4683 3.6254
C -3.9514 1.2938 2.5639
C -2.5941 -0.2803 -0.1508
N -1.6630 0.7792 -0.2327
C -2.0770 2.0028 -0.2476
C -3.4761 2.3116 -0.4570
C -3.9612 3.5665 -0.5193
C -3.1038 4.7049 -0.3830
C -1.7971 4.5247 -0.1574
C -1.1582 3.1864 -0.0169
F 0.8435 1.6815 -1.0736
H -2.8698 0.6521 -4.2674
H -2.2239 1.2892 -2.7556
H -3.9573 0.9498 -2.9136
H -3.4408 -1.4514 -3.2628
H -0.5946 -0.8001 -2.4535
H -1.1164 -0.9930 -4.1337
H -1.2243 -2.3561 -3.0286
H -4.0963 -2.8138 -1.8136
H -4.8157 -3.4092 0.4433
H -4.2308 -1.9309 2.3253
H -1.8864 0.8804 2.1196
H -3.5261 -0.7237 4.0938
H -2.0184 0.1496 4.3218
H -2.0352 -1.3869 3.4375
H -4.8739 0.7447 2.7466
H -4.1012 1.9470 1.7103
H -3.7330 1.9118 3.4322
H -4.1361 1.4662 -0.5897
H -5.0180 3.7303 -0.6774
H -3.5298 5.6941 -0.4656
H -1.1279 5.3678 -0.0496
N 1.1739 1.3205 -3.7978
C 1.6472 0.0725 -3.5801
O 1.5464 -0.4938 -2.4622
C 2.2396 -0.5999 -4.6856
C 2.2080 -0.0228 -5.9485
N 2.1283 0.4886 -6.9795
C 2.8057 -1.8588 -4.5230
N 3.2818 -2.8997 -4.3859
H 1.1950 1.7174 -4.7211
H 0.7122 1.7964 -3.0421
*
```

## Properties
gap between HOMO and LUMO (alpha / beta)	5.42 / 5.68	eV
HOMO level (alpha / beta)	-0.26740 / -0.26654	Ha

These are the Mulliken partial charges, in e, on atoms 1 to 6: 0.3581 -1.5087 1.3251 -1.4096 1.3491 1.0368

---

So what do the calculations give for electronic energy? Going down the list: -4592.28688, -2399.89334 Eh.
So what do the calculations give for largest force on an atom? Going down the list: 3.20, 2.27 eV/Å.